Model a:
{
  "formula": "C22H44O44S11",
  "method": "ωB97M-V with the def2-TZVPD basis set",
  "symbols": ["O", "S", "O", "O", "C", "C", "O", "H", "H", "H", "H", "O", "S", "O", "O", "C", "C", "O", "H", "H", "H", "H", "O", "S", "O", "O", "C", "C", "O", "H", "H", "H", "H", "O", "S", "O", "O", "C", "C", "O", "H", "H", "H", "H", "O", "S", "O", "O", "C", "C", "O", "H", "H", "H", "H", "O", "S", "O", "O", "C", "C", "O", "H", "H", "H", "H", "O", "S", "O", "O", "C", "C", "O", "H", "H", "H", "H", "O", "S", "O", "O", "C", "C", "O", "H", "H", "H", "H", "O", "S", "O", "O", "C", "C", "O", "H", "H", "H", "H", "O", "S", "O", "O", "C", "C", "O", "H", "H", "H", "H", "O", "S", "O", "O", "C", "C", "O", "H", "H", "H", "H"],
  "xyz": [[-5.9076, 3.9732, -2.1141], [-6.0703, 2.6049, -1.6216], [-6.6740, 1.5950, -2.5484], [-4.6900, 2.0144, -0.9021], [-4.4950, 2.3318, 0.5116], [-5.9294, 2.2510, 1.0371], [-6.7172, 2.5734, -0.0841], [-3.8816, 1.6547, 1.1060], [-4.1292, 3.3556, 0.5897], [-6.1177, 3.0369, 1.7686], [-6.1273, 1.3015, 1.5344], [4.2444, -6.9303, 1.6707], [5.0507, -5.7948, 2.0759], [6.2012, -5.9005, 3.0146], [5.6333, -5.1179, 0.6737], [5.0752, -3.9057, 0.3755], [3.8354, -3.7053, 1.3095], [4.1191, -4.4494, 2.4620], [5.8928, -3.2156, 0.5838], [4.8270, -3.8860, -0.6857], [2.8892, -3.9272, 0.8160], [3.7132, -2.6636, 1.6064], [-3.7308, -1.8207, -1.2579], [-5.1134, -1.8001, -0.8029], [-5.8914, -0.5869, -0.8829], [-5.9671, -2.9799, -1.5237], [-6.9562, -3.4375, -0.6266], [-6.3814, -3.4245, 0.8128], [-5.2710, -2.5654, 0.6911], [-7.8733, -2.8545, -0.5424], [-7.1927, -4.4844, -0.8164], [-6.2448, -4.4255, 1.2219], [-7.0737, -2.9340, 1.4970], [-1.9217, 0.0876, 4.4689], [-3.1744, -0.4464, 3.9471], [-4.4378, 0.3994, 4.0519], [-2.9886, -1.0307, 2.3971], [-2.3475, -2.2937, 2.3835], [-2.8664, -2.9292, 3.6834], [-3.5607, -1.9894, 4.4711], [-2.5577, -2.9075, 1.5076], [-1.2751, -2.1427, 2.5073], [-2.0599, -3.3393, 4.2912], [-3.5710, -3.6919, 3.3520], [1.4763, 0.1332, 2.5987], [1.1772, -0.3033, 1.2741], [1.6754, -1.6238, 0.7424], [-0.4420, -0.1716, 1.0955], [-0.7952, 0.3823, -0.1490], [0.4246, 1.1064, -0.7808], [1.4269, 0.8879, 0.2187], [-1.1766, -0.3498, -0.8608], [-1.6670, 1.0211, -0.0079], [0.1870, 2.1617, -0.9146], [0.7845, 0.6572, -1.7064], [-0.5513, -3.4772, -6.1616], [-1.5968, -2.4830, -6.4457], [-1.9115, -1.9175, -7.8124], [-2.9345, -3.1937, -5.8539], [-3.0802, -2.9493, -4.4613], [-2.6289, -1.5141, -4.3522], [-1.5481, -1.3544, -5.2167], [-4.1114, -3.0662, -4.1281], [-2.4643, -3.6922, -3.9544], [-2.3872, -1.3631, -3.3001], [-3.3996, -0.8481, -4.7401], [6.4208, -3.4418, 6.5662], [5.9930, -2.1045, 6.2063], [6.9772, -1.0295, 6.1824], [5.0973, -2.1922, 4.7665], [4.0543, -1.2052, 4.8663], [3.5557, -1.1881, 6.2891], [4.6567, -1.6568, 7.0636], [4.5250, -0.3377, 4.4038], [3.3118, -1.4382, 4.1031], [2.6875, -1.8469, 6.2692], [3.1476, -0.2501, 6.6654], [-1.3396, 1.6953, -3.4311], [-2.0908, 2.9949, -3.3371], [-3.4598, 3.0596, -3.8918], [-2.0747, 3.7323, -1.8047], [-2.1926, 5.1212, -1.9469], [-1.3498, 5.4842, -3.1938], [-1.1936, 4.2648, -3.9947], [-3.2459, 5.3662, -2.0830], [-1.7144, 5.5290, -1.0562], [-0.3801, 5.9252, -2.9632], [-1.9380, 6.2190, -3.7435], [-1.1598, 2.2503, -6.5777], [0.2986, 2.1895, -6.6531], [0.7448, 1.6357, -7.9107], [0.9902, 3.6507, -6.2771], [2.1967, 3.4944, -5.5114], [1.9259, 2.1672, -4.6177], [1.1274, 1.3251, -5.4604], [3.0569, 3.3555, -6.1663], [2.4399, 4.3814, -4.9265], [1.3760, 2.4053, -3.7073], [2.7893, 1.5712, -4.3221], [3.7251, -2.1621, -1.8817], [4.4917, -0.9337, -1.8416], [5.2409, -0.4571, -2.9577], [3.5262, 0.2789, -1.2627], [4.3143, 1.1482, -0.4338], [5.0831, 0.1934, 0.4641], [5.3677, -0.8948, -0.4072], [4.9742, 1.7517, -1.0570], [3.6571, 1.6814, 0.2531], [4.5862, -0.2136, 1.3447], [6.0695, 0.5166, 0.7968], [4.8398, 1.9062, 3.1383], [4.7159, 2.9979, 4.1000], [6.0034, 3.6357, 4.6615], [3.7234, 4.1210, 3.4788], [2.4460, 3.5549, 3.2564], [2.2003, 2.9038, 4.6499], [3.5372, 2.6343, 5.2475], [1.7784, 4.3462, 2.9155], [2.4241, 2.7672, 2.5032], [1.6230, 1.9808, 4.7031], [1.6950, 3.4744, 5.4291]],
  "charge": 0,
  "homo_lumo_gap_ev": 9.76,
  "multiplicity": 1,
  "lumo_ev": -0.827,
  "e_homo_ev": -10.584
}

---

Model b:
{
  "formula": "C22H44O44S11",
  "method": "ωB97M-V with the def2-TZVPD basis set",
  "symbols": ["C", "C", "O", "S", "O", "O", "O", "H", "H", "H", "H", "C", "C", "O", "S", "O", "O", "O", "H", "H", "H", "H", "C", "C", "O", "S", "O", "O", "O", "H", "H", "H", "H", "C", "C", "O", "S", "O", "O", "O", "H", "H", "H", "H", "C", "C", "O", "S", "O", "O", "O", "H", "H", "H", "H", "C", "C", "O", "S", "O", "O", "O", "H", "H", "H", "H", "C", "C", "O", "S", "O", "O", "O", "H", "H", "H", "H", "C", "C", "O", "S", "O", "O", "O", "H", "H", "H", "H", "C", "C", "O", "S", "O", "O", "O", "H", "H", "H", "H", "C", "C", "O", "S", "O", "O", "O", "H", "H", "H", "H", "C", "C", "O", "S", "O", "O", "O", "H", "H", "H", "H"],
  "xyz": [[1.9487, -3.8952, 3.1847], [2.6315, -5.0597, 2.3845], [3.3052, -5.8123, 3.3936], [3.9080, -4.8199, 4.4533], [4.9714, -4.0006, 3.9211], [4.1418, -5.4832, 5.6947], [2.5880, -3.8966, 4.4496], [0.8710, -3.9571, 3.3162], [2.1453, -2.9828, 2.6185], [3.3206, -4.6392, 1.6583], [1.8524, -5.6941, 1.9751], [-2.2602, 6.4968, -1.9851], [-1.5818, 6.5230, -0.6019], [-0.6400, 5.4954, -0.6693], [-1.1821, 4.2103, -1.4726], [-2.0856, 3.4149, -0.6778], [-0.1053, 3.6642, -2.2192], [-2.2011, 5.1039, -2.3281], [-1.6376, 7.1354, -2.6139], [-3.2854, 6.8461, -2.0290], [-2.2723, 6.3185, 0.2257], [-1.0936, 7.4603, -0.3417], [-3.4118, -2.5607, -2.2477], [-3.5385, -3.4960, -1.0304], [-2.6000, -4.5594, -1.2552], [-1.6626, -4.2523, -2.5592], [-1.3964, -5.4179, -3.3232], [-0.5884, -3.4097, -2.1336], [-2.8588, -3.3928, -3.2661], [-2.6752, -1.7729, -2.1070], [-4.4384, -2.3348, -2.5252], [-4.5331, -3.8820, -0.8270], [-3.2468, -2.9104, -0.1579], [6.6942, 0.8653, -4.8245], [5.8220, 0.0868, -5.8163], [5.4955, -1.1703, -5.2856], [5.3418, -0.9809, -3.6858], [5.6151, -2.2182, -3.0457], [4.1108, -0.2973, -3.4175], [6.5732, 0.0593, -3.6274], [6.3570, 1.8920, -4.7198], [7.7519, 0.7890, -5.0650], [6.3176, -0.0110, -6.7799], [4.8989, 0.6580, -5.9528], [1.4103, 0.8834, 0.1317], [1.2151, 0.4745, -1.3076], [0.1530, -0.4607, -1.2664], [-0.4927, -0.6791, 0.2605], [0.1911, -1.7434, 0.9257], [-1.9237, -0.6273, 0.2748], [0.1491, 0.6975, 0.7054], [1.8504, 1.8725, 0.2193], [2.1018, 0.1470, 0.5553], [2.1582, 0.1058, -1.7187], [0.9836, 1.3265, -1.9517], [-2.0249, -3.9201, 3.0470], [-2.0495, -2.8013, 4.0599], [-2.9887, -3.1868, 5.0394], [-4.1200, -4.2057, 4.4803], [-5.3580, -3.4781, 4.4622], [-4.1287, -5.5114, 5.0421], [-3.4156, -4.3104, 2.9844], [-1.3597, -4.7539, 3.2690], [-1.8016, -3.5574, 2.0447], [-2.3566, -1.8054, 3.7235], [-1.1237, -2.5736, 4.5948], [5.7043, -0.6240, -0.0734], [4.6680, -1.4406, 0.6917], [5.0378, -2.8013, 0.5215], [6.6387, -2.9052, 0.2803], [6.7991, -3.9765, -0.6546], [7.3440, -2.8961, 1.5285], [6.8058, -1.4700, -0.4568], [6.1649, 0.2816, 0.3121], [5.1889, -0.3423, -0.9953], [3.6800, -1.2187, 0.2944], [4.6005, -1.0427, 1.7090], [-3.0784, 1.6904, -4.9856], [-2.3429, 2.2836, -3.7904], [-1.7228, 1.1270, -3.2724], [-0.9133, 0.4343, -4.5410], [-1.0085, -0.9718, -4.2969], [0.3759, 1.0209, -4.8366], [-2.0542, 0.9329, -5.6250], [-3.5664, 2.3678, -5.6882], [-3.8933, 0.9985, -4.7478], [-3.0121, 2.7221, -3.0553], [-1.5959, 3.0042, -4.1256], [-3.6578, 2.1427, 1.4176], [-2.9575, 3.2345, 2.3483], [-3.6791, 3.1159, 3.5852], [-4.2354, 1.5668, 3.7690], [-5.3826, 1.4623, 4.5858], [-3.1173, 0.6946, 3.9991], [-4.6447, 1.5542, 2.2089], [-2.9722, 1.3728, 1.0742], [-4.0868, 2.6631, 0.5666], [-3.0454, 4.2797, 2.0712], [-1.9083, 2.9557, 2.4428], [-8.0985, -0.2937, 1.0558], [-8.1467, -1.3230, -0.0288], [-6.9095, -1.2050, -0.7768], [-5.7487, -0.8919, 0.2781], [-4.7351, -0.0356, -0.2751], [-5.3769, -2.0998, 0.9317], [-6.7198, 0.0375, 1.2205], [-8.5965, -0.6793, 1.9440], [-8.5675, 0.6319, 0.7217], [-8.9010, -1.0691, -0.7690], [-8.2192, -2.3388, 0.3549], [4.9847, 4.9170, 3.3391], [6.0543, 5.2887, 2.2596], [5.6598, 4.5782, 1.1248], [4.2373, 3.8208, 1.1618], [4.4442, 2.3997, 1.2840], [3.2778, 4.3309, 0.2240], [3.8764, 4.3355, 2.6530], [4.5447, 5.7911, 3.8149], [5.4118, 4.2784, 4.1103], [6.9852, 4.9371, 2.6941], [5.9742, 6.3684, 2.1570]],
  "charge": 0,
  "homo_lumo_gap_ev": 10.24,
  "multiplicity": 1,
  "lumo_ev": -0.335,
  "e_homo_ev": -10.574
}

---

Model c:
{
  "formula": "C22H44O44S11",
  "method": "ωB97M-V with the def2-TZVPD basis set",
  "symbols": ["O", "S", "O", "O", "C", "C", "O", "H", "H", "H", "H", "O", "S", "O", "O", "C", "C", "O", "H", "H", "H", "H", "O", "S", "O", "O", "C", "C", "O", "H", "H", "H", "H", "O", "S", "O", "O", "C", "C", "O", "H", "H", "H", "H", "O", "S", "O", "O", "C", "C", "O", "H", "H", "H", "H", "O", "S", "O", "O", "C", "C", "O", "H", "H", "H", "H", "O", "S", "O", "O", "C", "C", "O", "H", "H", "H", "H", "O", "S", "O", "O", "C", "C", "O", "H", "H", "H", "H", "O", "S", "O", "O", "C", "C", "O", "H", "H", "H", "H", "O", "S", "O", "O", "C", "C", "O", "H", "H", "H", "H", "O", "S", "O", "O", "C", "C", "O", "H", "H", "H", "H"],
  "xyz": [[0.2246, 1.9797, 10.9442], [1.3334, 2.0466, 10.0115], [0.9714, 1.9461, 8.5889], [2.1140, 3.3882, 10.3891], [3.4640, 3.3254, 10.5569], [3.8720, 1.9320, 10.0986], [2.7034, 1.1862, 10.5366], [3.7249, 4.2147, 9.9832], [3.7493, 3.5275, 11.5893], [4.8621, 1.6653, 10.4682], [3.7140, 1.7020, 9.0449], [-0.8372, -2.6803, -1.5391], [-1.7869, -2.1841, -0.4828], [-3.2549, -2.3725, -0.8014], [-1.4467, -2.7937, 1.1098], [-1.1575, -1.7754, 1.9289], [-1.0068, -0.3797, 1.2968], [-1.5779, -0.6365, 0.0430], [-1.9299, -1.8388, 2.6953], [-0.2943, -2.0282, 2.5445], [0.0456, -0.1588, 1.1184], [-1.6853, 0.2807, 1.8369], [-3.7707, -9.4715, -7.1724], [-2.6326, -10.2585, -6.6615], [-3.0089, -11.5145, -6.0621], [-1.4254, -10.5238, -7.8546], [-0.2318, -9.8274, -7.4938], [-0.2576, -9.7104, -5.9996], [-1.6020, -9.4114, -5.7829], [0.6748, -10.2676, -7.9090], [-0.3314, -8.7793, -7.7760], [0.2808, -8.8629, -5.5755], [0.1141, -10.5781, -5.4547], [-7.7506, 5.9283, 6.1755], [-6.5761, 6.2455, 5.4143], [-6.4537, 5.8817, 3.9585], [-6.0927, 7.7597, 5.7747], [-4.7523, 7.8814, 6.0695], [-4.3317, 6.4900, 6.5858], [-5.3253, 5.5078, 6.1601], [-4.3646, 8.0243, 5.0608], [-4.5668, 8.7308, 6.7269], [-4.0977, 6.5046, 7.6503], [-3.4082, 6.1270, 6.1347], [8.5827, -3.2226, 2.9343], [7.2385, -2.8472, 3.3424], [6.8790, -2.5017, 4.7036], [6.6095, -1.5993, 2.3004], [6.2347, -2.0256, 1.1146], [5.8438, -3.5060, 1.3044], [6.1348, -3.9302, 2.6616], [5.5319, -1.4163, 0.5465], [7.1382, -1.9635, 0.5079], [6.4257, -4.1613, 0.6563], [4.7602, -3.5651, 1.2015], [-9.3506, 1.7822, -5.1444], [-9.4431, 3.1781, -5.5225], [-8.7278, 4.2047, -4.7766], [-9.1928, 3.4102, -7.0829], [-9.7224, 4.5834, -7.5760], [-11.0964, 4.7467, -6.7920], [-10.9837, 3.7763, -5.6681], [-9.0519, 5.4133, -7.3530], [-9.7394, 4.4259, -8.6545], [-11.9307, 4.4500, -7.4277], [-11.2285, 5.7143, -6.3078], [6.5331, -2.2239, -7.5391], [5.4272, -3.0295, -8.0230], [4.7329, -3.8902, -7.0493], [4.1360, -2.1547, -8.6950], [4.2670, -2.0766, -10.0960], [5.3486, -2.9336, -10.5833], [5.5885, -3.8132, -9.5248], [3.3579, -2.2569, -10.6697], [4.5284, -1.0475, -10.3426], [6.2652, -2.3722, -10.7647], [5.1525, -3.5140, -11.4848], [6.6382, 7.2350, 4.9317], [7.1172, 6.0070, 4.3321], [6.1234, 5.1198, 3.6545], [8.3716, 6.2600, 3.2816], [9.6031, 5.5849, 3.7067], [9.2138, 4.6643, 4.9405], [7.9130, 5.0058, 5.3979], [10.0386, 5.1701, 2.7976], [10.4830, 6.1983, 3.9007], [9.9544, 4.7955, 5.7295], [9.1510, 3.6000, 4.7137], [0.9505, 3.3328, -3.5321], [0.3689, 4.6425, -3.8521], [0.3164, 5.2298, -5.2120], [-1.2281, 4.6090, -3.3188], [-1.5594, 5.4554, -2.3086], [-0.3049, 5.9345, -1.7495], [0.6173, 5.8447, -2.7451], [-2.1870, 6.2126, -2.7786], [-2.1006, 4.7621, -1.6647], [0.0515, 5.3463, -0.9039], [-0.3825, 6.9190, -1.2882], [-3.2804, -1.1800, -12.3264], [-4.0989, -1.1620, -11.0606], [-5.4961, -0.7352, -11.1026], [-4.0149, -2.5924, -10.2389], [-4.0314, -2.2480, -8.8708], [-3.3945, -0.9165, -8.6609], [-3.4135, -0.2387, -9.8455], [-5.0375, -2.2650, -8.4517], [-3.4776, -2.9948, -8.3019], [-2.3259, -1.0739, -8.5147], [-3.7167, -0.2694, -7.8451], [-1.6933, -6.0829, 9.0342], [-1.5344, -6.3523, 10.3787], [-2.0786, -7.5715, 10.9146], [-0.0120, -6.3821, 10.9201], [0.2414, -5.9074, 12.1732], [-0.9995, -5.1544, 12.6106], [-1.8747, -5.0625, 11.4355], [0.3075, -6.6862, 12.9329], [1.0526, -5.1837, 12.2529], [-0.9131, -4.1188, 12.9392], [-1.4977, -5.6074, 13.4677]],
  "charge": 0,
  "homo_lumo_gap_ev": 10.81,
  "multiplicity": 1,
  "lumo_ev": -0.013,
  "e_homo_ev": -10.825
}

---

Stability order, top to bottom: model b, model a, model c

---

Model a:
{
  "formula": "C2H3FIN",
  "method": "ωB97M-V with the def2-TZVPD basis set",
  "symbols": ["C", "C", "N", "F", "I", "H", "H", "H"],
  "xyz": [[-1.3441, -0.7061, -1.7063], [0.2842, -0.9675, 0.3660], [-0.6064, -0.7915, -0.7694], [-0.5665, 2.3432, 0.6188], [2.3363, -0.7442, -0.3382], [-0.3150, 2.8544, -0.2428], [-0.0376, -0.2179, 1.0384], [0.2491, -1.7704, 1.0336]],
  "charge": 0,
  "homo_lumo_gap_ev": 9.89,
  "multiplicity": 1,
  "lumo_ev": -0.176,
  "e_homo_ev": -10.061
}

---

Model b:
{
  "formula": "C2H3FIN",
  "method": "ωB97M-V with the def2-TZVPD basis set",
  "symbols": ["F", "N", "C", "C", "I", "H", "H", "H"],
  "xyz": [[0.8838, -0.6317, -3.1401], [-0.0054, -0.6159, -2.0904], [0.1591, 0.3632, -1.2593], [-0.6671, 0.3044, 0.0134], [-0.9528, 2.3166, 0.6768], [0.8799, 1.1368, -1.1698], [-1.5061, -0.2707, 0.0888], [0.0862, -0.0403, 0.7300]],
  "charge": 0,
  "homo_lumo_gap_ev": 10.11,
  "multiplicity": 1,
  "lumo_ev": 0.124,
  "e_homo_ev": -9.989
}

---

Stability order, top to bottom: model a, model b

---

Model a:
{
  "formula": "C7H6O4",
  "method": "ωB97M-V with the def2-TZVPD basis set",
  "symbols": ["O", "C", "C", "C", "C", "C", "C", "C", "O", "O", "O", "H", "H", "H", "H", "H", "H"],
  "xyz": [[-0.6562, 2.0255, 0.3476], [-0.4979, 0.6964, 0.1740], [-1.5714, -0.1744, -0.0240], [-1.3738, -1.5351, -0.1880], [-0.1120, -2.1058, -0.1582], [0.9551, -1.2433, 0.0367], [0.7528, 0.1156, 0.1979], [2.2736, 0.7194, 0.3036], [2.5415, 1.4254, -0.8498], [3.0307, -0.4560, 0.4376], [2.2502, -1.6136, 0.0907], [-1.5904, 2.2583, 0.2537], [-2.5741, 0.2286, -0.0435], [-2.2366, -2.1665, -0.3399], [0.0424, -3.1650, -0.2760], [2.4168, 1.3147, 1.2166], [3.4547, 1.7388, -0.8412]],
  "charge": 0,
  "homo_lumo_gap_ev": 9.27,
  "multiplicity": 1,
  "lumo_ev": 0.654,
  "e_homo_ev": -8.614
}

---

Model b:
{
  "formula": "C7H6O4",
  "method": "ωB97M-V with the def2-TZVPD basis set",
  "symbols": ["O", "C", "O", "C", "C", "C", "O", "C", "C", "C", "O", "H", "H", "H", "H", "H", "H"],
  "xyz": [[-2.7353, 0.7794, 0.0076], [-1.6415, 0.7803, 0.5735], [-1.5075, 1.2709, 1.8657], [-0.4017, 0.2443, 0.0837], [0.8184, 0.4172, 0.7916], [2.0380, -0.0710, 0.2175], [3.2523, 0.2274, 0.6289], [1.9238, -1.1302, -0.7035], [0.7224, -1.3918, -1.2997], [-0.4195, -0.5958, -1.0188], [-1.6829, -0.8137, -1.6063], [-2.4809, 1.3673, 2.0721], [1.0106, 0.8342, 1.7595], [3.4138, 1.0539, 1.0129], [2.6912, -1.9459, -0.7711], [0.8196, -2.2071, -2.1126], [-2.3074, -0.3332, -0.9945]],
  "charge": 0,
  "homo_lumo_gap_ev": 8.35,
  "multiplicity": 1,
  "lumo_ev": 0.026,
  "e_homo_ev": -8.321
}

---

Stability order, top to bottom: model b, model a